# 1
The following is a DFT calculation (wB97M-V/def2-TZVPD) of a 2-piece molecular cluster, C7H13N3O overall in a non-equilibrium geometry.

```
24
Properties=species:S:1:pos:R:3:nbo_charge:R:1
C -1.607 0.845 1.187 -0.64
C -3.077 -2.415 0.715 0.16
C -1.979 -0.548 0.810 0.11
C -1.121 -1.512 0.310 -0.11
N -3.179 -1.175 1.078 -0.46
N -1.787 -2.715 0.326 -0.54
H -3.725 -3.237 0.970 0.19
H -1.346 -3.592 0.113 0.41
H -0.134 -1.476 -0.105 0.21
H -0.710 0.960 0.594 0.22
H -1.498 0.993 2.256 0.23
H -2.380 1.527 0.819 0.21
C 1.496 1.464 -1.224 -0.49
C 2.044 2.597 -0.349 -0.61
C 1.747 0.139 -0.475 0.68
O 1.517 0.043 0.722 -0.63
N 2.309 -0.909 -1.151 -0.84
H 0.403 1.556 -1.288 0.23
H 1.893 1.274 -2.212 0.20
H 3.021 2.575 0.122 0.23
H 1.335 2.732 0.478 0.23
H 2.674 -1.670 -0.604 0.41
H 2.306 -0.943 -2.151 0.39
H 1.802 3.488 -0.941 0.21
```

Properties
E_tot = -514.03488 Ha
SMILES string = Cc1c[nH]cn1.CCC(N)=O
relative energy (zero: lowest compared OMol25 entry of this formula, charge and spin) = 17.6 kcal/mol
total charge = 0
frontier orbital gap = 8.84 eV
multiplicity = 1

# 2
The following is a DFT calculation (wB97M-V/def2-TZVPD) of one molecule with the formula C23H33NO3 in a non-equilibrium geometry.

```
60
Properties=species:S:1:pos:R:3:nbo_charge:R:1
C 0.284 -0.541 5.665 -0.26
O -0.809 -0.799 4.769 -0.55
C -0.327 -1.544 3.663 -0.06
C -1.477 -2.181 2.858 -0.41
C -0.996 -2.610 1.457 -0.40
C 0.123 -3.679 1.467 -0.39
C 0.849 -3.839 0.102 -0.40
C -0.098 -4.011 -1.112 -0.40
C 0.307 -3.192 -2.355 -0.39
C 0.416 -1.666 -2.091 -0.40
C -0.022 -0.820 -3.317 -0.42
C 0.983 0.354 -3.629 -0.38
C 0.272 1.734 -3.630 -0.44
C 0.211 2.270 -2.206 0.04
C 1.407 2.555 -1.574 -0.20
C 1.488 3.057 -0.287 0.01
C 2.881 3.355 0.249 -0.24
N 2.891 4.371 1.311 -0.82
C 0.311 3.252 0.421 -0.19
C -0.888 2.981 -0.183 -0.11
C -0.969 2.483 -1.487 -0.10
C -2.332 2.193 -2.053 0.52
O -2.576 1.418 -2.957 -0.52
C -3.495 2.907 -1.395 -0.22
C -3.421 3.368 -0.154 -0.24
C -2.150 3.233 0.630 0.52
O -2.094 3.350 1.842 -0.51
H 1.255 -0.763 5.205 0.17
H 0.281 0.532 5.896 0.19
H 0.117 -1.146 6.566 0.18
H 0.293 -2.380 4.029 0.16
H 0.245 -0.917 2.954 0.16
H -1.938 -3.016 3.402 0.20
H -2.244 -1.397 2.753 0.21
H -0.678 -1.704 0.922 0.19
H -1.860 -3.055 0.945 0.20
H -0.317 -4.624 1.809 0.20
H 0.881 -3.351 2.194 0.20
H 1.581 -3.032 -0.025 0.20
H 1.428 -4.770 0.197 0.21
H -1.153 -3.810 -0.892 0.20
H -0.055 -5.074 -1.398 0.20
H 1.294 -3.549 -2.691 0.19
H -0.394 -3.408 -3.174 0.20
H -0.187 -1.421 -1.203 0.20
H 1.451 -1.436 -1.798 0.19
H -0.978 -0.340 -3.088 0.23
H -0.055 -1.433 -4.224 0.20
H 1.440 0.160 -4.609 0.20
H 1.793 0.317 -2.892 0.19
H -0.687 1.715 -4.146 0.25
H 0.932 2.408 -4.201 0.21
H 2.339 2.386 -2.118 0.21
H 3.373 2.411 0.544 0.18
H 3.452 3.743 -0.607 0.20
H 3.776 4.304 1.803 0.36
H 2.169 4.122 1.981 0.35
H 0.368 3.616 1.443 0.23
H -4.434 3.055 -1.929 0.23
H -4.257 3.855 0.348 0.23
```

Properties
E_tot = -1176.62571 Ha
SMILES string = COCCCCCCCCCCCc1cc(CN)cc2c1C(=O)C=CC2=O
relative energy (zero: lowest compared OMol25 entry of this formula, charge and spin) = 114.7 kcal/mol
total charge = 0
frontier orbital gap = 8.51 eV
multiplicity = 1

# 3
The following is a DFT calculation (wB97M-V/def2-TZVPD) of a 3-piece molecular cluster, C3H2O3S overall in a non-equilibrium geometry.

```
9
Properties=species:S:1:pos:R:3:nbo_charge:R:1
C -0.282 2.290 -0.650 -0.16
C 1.857 -1.693 0.013 1.03
C -1.548 -0.065 0.236 0.31
O 2.812 -1.604 0.632 -0.50
O -0.764 0.597 0.844 -0.51
O 0.891 -1.843 -0.606 -0.53
S 0.929 3.221 -0.361 0.12
H -1.317 -1.232 -0.084 0.12
H -2.577 0.330 -0.024 0.12
```

Properties
E_tot = -739.32635 Ha
relative energy (zero: lowest compared OMol25 entry of this formula, charge and spin) = 78.4 kcal/mol
total charge = 0
frontier orbital gap = 10.04 eV
multiplicity = 1

# 4
The following is a DFT calculation (wB97M-V/def2-TZVPD) of C37H41N7SSiZn as an isolated structure.

```
88
Properties=species:S:1:pos:R:3:lowdin_charge:R:1
Zn 0.110 -0.349 1.306 0.58
C -0.901 -6.616 -1.128 -0.05
C -0.290 -5.371 -0.543 -0.28
C 0.891 -4.832 -1.047 -0.04
C 1.427 -3.692 -0.489 -0.03
C 0.821 -3.016 0.581 -0.26
N 1.398 -1.851 1.088 -0.05
C 2.680 -1.898 1.550 -0.23
C 3.353 -3.119 1.794 -0.02
C 4.641 -3.178 2.278 -0.05
C 5.357 -2.024 2.581 -0.29
C 6.763 -2.065 3.122 -0.06
C 4.702 -0.819 2.402 0.00
C 3.408 -0.735 1.896 -0.12
N 2.861 0.576 1.781 -0.07
C 3.564 1.696 1.522 -0.05
C 2.737 2.775 1.741 -0.08
C 1.520 2.213 2.119 -0.18
N 1.599 0.885 2.147 0.00
C -0.393 -3.546 1.066 -0.11
C -0.905 -4.715 0.505 0.00
N -1.117 -2.948 2.141 -0.05
C -2.289 -3.377 2.666 -0.06
C -2.599 -2.557 3.724 -0.05
C -1.549 -1.633 3.773 -0.14
N -0.662 -1.873 2.818 0.01
H -0.152 -7.211 -1.648 0.07
H -1.687 -6.363 -1.844 0.08
H -1.351 -7.231 -0.347 0.08
H 1.394 -5.311 -1.879 0.11
H 2.350 -3.280 -0.876 0.12
H 2.819 -4.038 1.601 0.11
H 5.098 -4.148 2.444 0.11
H 7.186 -3.065 3.038 0.07
H 6.783 -1.775 4.175 0.08
H 7.408 -1.374 2.577 0.07
H 5.208 0.097 2.686 0.12
H 4.579 1.661 1.169 0.13
H 2.977 3.815 1.617 0.10
H 0.591 2.696 2.369 0.11
H -1.820 -5.139 0.894 0.11
H -2.847 -4.202 2.267 0.12
H -3.460 -2.618 4.365 0.10
H -1.395 -0.815 4.456 0.11
C -4.430 -3.341 -1.164 -0.10
C -3.154 -3.050 -1.625 -0.09
C -2.433 -2.007 -1.060 -0.13
C -2.974 -1.217 -0.045 -0.35
C -4.257 -1.532 0.409 -0.12
C -4.978 -2.583 -0.137 -0.10
Si -2.041 0.309 0.607 0.62
C -2.535 1.579 -0.720 -0.36
C -3.176 2.764 -0.359 -0.14
C -3.572 3.693 -1.311 -0.10
C -3.344 3.444 -2.656 -0.11
C -2.729 2.259 -3.038 -0.10
C -2.326 1.343 -2.080 -0.13
H -4.999 -4.147 -1.612 0.10
H -2.718 -3.635 -2.425 0.10
H -1.426 -1.811 -1.418 0.10
H -4.692 -0.938 1.205 0.09
H -5.976 -2.800 0.225 0.10
H -2.874 0.756 1.764 -0.04
H -3.371 2.959 0.691 0.09
H -4.074 4.605 -1.008 0.10
H -3.652 4.165 -3.405 0.10
H -2.575 2.048 -4.090 0.10
H -1.842 0.425 -2.394 0.09
C -0.211 4.988 0.306 -0.10
N 0.254 5.159 -1.056 -0.23
C 0.997 6.393 -1.252 -0.06
C 0.552 4.056 -1.825 -0.76
S 0.806 2.542 -1.181 0.72
N 0.653 4.312 -3.160 -0.22
C 1.104 3.281 -4.077 -0.10
C -0.112 5.369 -3.799 -0.06
H -0.918 5.790 0.535 0.09
H 0.618 5.037 1.022 0.08
H -0.710 4.031 0.405 0.04
H 1.709 6.527 -0.430 0.09
H 0.325 7.256 -1.259 0.09
H 1.554 6.368 -2.185 0.08
H 1.865 2.674 -3.598 0.05
H 1.525 3.760 -4.963 0.09
H 0.276 2.631 -4.375 0.09
H -0.639 5.961 -3.059 0.08
H -0.849 4.926 -4.475 0.09
H 0.542 6.021 -4.384 0.09
```

Properties
E_tot = -4284.83739 Ha
relative energy (zero: lowest compared OMol25 entry of this formula, charge and spin) = 7.2 kcal/mol
total charge = 0
frontier orbital gap = 7.19 eV
multiplicity = 1

# 5
The following is a DFT calculation (wB97M-V/def2-TZVPD) of H26HeO13 as an isolated structure.

```
40
Properties=species:S:1:pos:R:3:nbo_charge:R:1
He -13.751 9.575 9.216 0.00
O -14.534 9.197 6.559 -0.96
H -15.049 8.846 7.285 0.49
H -15.177 9.367 5.869 0.48
O -16.425 11.120 11.547 -0.97
H -16.162 10.451 12.180 0.49
H -16.497 11.923 12.063 0.47
O -10.458 10.170 9.822 -0.94
H -10.352 10.806 10.530 0.47
H -9.579 10.070 9.457 0.49
O -13.523 9.005 11.994 -0.99
H -12.999 8.552 11.334 0.50
H -13.221 9.913 11.958 0.49
O -12.658 11.940 11.979 -0.94
H -11.709 11.835 12.048 0.47
H -12.923 12.288 12.830 0.49
O -16.627 6.862 9.006 -0.95
H -16.015 6.214 9.356 0.48
H -16.899 6.504 8.161 0.47
O -16.016 8.809 13.103 -0.97
H -16.063 8.601 14.036 0.47
H -15.087 8.735 12.886 0.50
O -16.507 9.797 8.845 -0.99
H -16.460 8.892 9.153 0.48
H -16.370 10.326 9.631 0.50
O -13.954 13.156 9.604 -0.97
H -13.576 12.784 10.400 0.47
H -13.910 12.447 8.962 0.49
O -10.322 11.850 7.008 -0.94
H -10.519 12.777 7.143 0.47
H -10.653 11.418 7.795 0.47
O -11.075 7.781 10.914 -0.97
H -10.890 8.677 10.632 0.48
H -10.783 7.236 10.183 0.47
O -13.226 6.504 6.382 -0.94
H -13.181 7.268 6.957 0.48
H -14.103 6.542 6.000 0.46
O -13.827 11.974 6.992 -0.97
H -14.131 11.066 7.018 0.49
H -14.258 12.349 6.224 0.47
```

Properties
E_tot = -996.60997 Ha
relative energy (zero: lowest compared OMol25 entry of this formula, charge and spin) = 35.3 kcal/mol
total charge = 0
frontier orbital gap = 9.79 eV
multiplicity = 1

Number 1: E_LUMO 0.658 eV. Number 2: E_LUMO -0.957 eV. Number 3: E_LUMO 0.086 eV. Number 4: E_LUMO 0.600 eV. Number 5: E_LUMO -0.450 eV.